C30H39AuN4O6Si | ωB97M-V/def2-TZVPD

CARTESIAN COORDINATES (ANGSTROEM)
Au: 0.7521 -1.0700 -2.2972
O: 2.6882 2.4407 -2.8256
C: 1.9527 1.4791 -2.8284
N: 2.2444 0.2176 -2.3926
C: 3.3654 -0.2118 -1.7218
C: 4.5331 0.5321 -1.5316
C: 5.5600 -0.0221 -0.8037
C: 5.4565 -1.3173 -0.2452
C: 4.3388 -2.0769 -0.4135
C: 3.2524 -1.5438 -1.1662
N: 2.0927 -2.1687 -1.3915
C: 1.6307 -3.4853 -0.9659
O: 2.3898 -4.2593 -0.3943
C: 0.2672 -3.6853 -1.3230
C: -0.4147 -4.8738 -0.9688
C: -1.7220 -5.0438 -1.3041
C: -2.4037 -4.0023 -1.9919
C: -1.7166 -2.8654 -2.3031
N: -0.4127 -2.6998 -2.0230
C: 0.5398 1.5704 -3.3567
C: 0.0526 2.7857 -3.7910
C: -1.2489 2.8506 -4.2613
C: -2.0132 1.6966 -4.2914
C: -1.4593 0.5134 -3.8370
N: -0.2119 0.4530 -3.3840
H: 4.6007 1.5260 -1.9427
H: 6.4652 0.5489 -0.6472
H: 6.2840 -1.7086 0.3311
H: 4.2352 -3.0647 0.0050
H: 0.1467 -5.6197 -0.4230
H: -2.2462 -5.9492 -1.0318
H: -3.4500 -4.0783 -2.2455
H: -2.2121 -2.0352 -2.7833
H: 0.7022 3.6470 -3.7359
H: -1.6624 3.7920 -4.5963
H: -3.0327 1.7004 -4.6483
H: -2.0275 -0.4032 -3.8260
C: -4.1768 2.2943 0.5746
C: -2.6694 2.4663 0.7210
C: -2.0685 2.9875 -0.5861
C: -2.3606 3.4230 1.8702
O: -2.1544 1.1731 1.0175
Si: -0.6217 0.5814 0.8200
O: -0.3034 0.2393 -0.6811
O: -0.4886 -0.7249 1.8302
C: -1.4555 -1.6313 2.3479
C: -2.2398 -0.9621 3.4725
C: -2.3916 -2.0918 1.2357
C: -0.6634 -2.8190 2.8854
O: 0.3871 1.7404 1.4389
C: 1.5960 1.6312 2.1797
C: 2.2736 2.9935 2.0753
C: 1.2764 1.3075 3.6369
C: 2.4958 0.5568 1.5760
H: -4.6633 3.2473 0.3593
H: -4.5954 1.8894 1.4969
H: -4.3936 1.5962 -0.2359
H: -2.5032 3.9541 -0.8523
H: -2.2593 2.2754 -1.3918
H: -0.9886 3.1075 -0.4848
H: -2.8179 4.3990 1.6907
H: -1.2854 3.5470 1.9778
H: -2.7588 3.0210 2.8037
H: -2.7892 -0.1035 3.0888
H: -1.5588 -0.6208 4.2539
H: -2.9466 -1.6672 3.9160
H: -2.9443 -1.2441 0.8285
H: -3.1057 -2.8295 1.6092
H: -1.8093 -2.5486 0.4367
H: 0.0138 -2.4929 3.6765
H: -0.0692 -3.2606 2.0837
H: -1.3295 -3.5833 3.2905
H: 1.6285 3.7667 2.4952
H: 2.4609 3.2338 1.0272
H: 3.2230 3.0022 2.6141
H: 0.5969 2.0596 4.0416
H: 2.1849 1.2962 4.2426
H: 0.7960 0.3328 3.7019
H: 2.7128 0.8086 0.5367
H: 2.0083 -0.4184 1.6149
H: 3.4411 0.4978 2.1206

Forces on atoms 1 to 6 (eV/Å):
0.20 -0.12 0.11
0.02 -0.05 0.00
-0.05 0.11 0.05
0.05 -0.12 0.00
-0.05 0.10 -0.06
0.05 -0.01 0.00

Summary:
HOMO-LUMO gap (spin up / spin down), eV: 5.06 / 5.64
HOMO (spin up / spin down), eV: -6.0 / -8.4
E_LUMO (spin up / spin down), eV: -0.91 / -2.80
Spin multiplicity: 3
Calculated total energy, Ha: -2262.35489
<S²>: 2.039

C30H39AuN8O2S2 | ωB97M-V/def2-TZVPD

CARTESIAN COORDINATES (ANGSTROEM)
Au: -0.4590 -0.5283 0.2471
C: 4.0663 1.3800 -0.4468
N: 3.5081 0.2373 -1.1651
C: 4.5071 -0.4411 -1.9949
C: 2.2523 -0.2583 -1.0841
N: 1.5335 -0.2709 0.0415
C: 1.9783 0.3012 1.2787
C: 3.0300 -0.2356 1.9667
C: 3.4873 0.3563 3.1594
C: 2.8641 1.4644 3.6515
C: 1.7475 2.0289 2.9855
C: 1.1013 3.1702 3.5215
C: 0.0106 3.7089 2.9068
C: -0.4853 3.1262 1.7254
C: 0.1373 2.0493 1.1559
N: -0.4202 1.4650 -0.0256
C: -0.6718 2.1531 -1.1478
N: -1.5557 1.6950 -2.0554
C: -1.3714 1.9455 -3.4817
C: -2.8010 1.0177 -1.7081
N: -0.0558 3.3181 -1.4197
C: 1.3027 3.6227 -1.0057
C: -0.7791 4.4358 -2.0255
C: 1.2789 1.4493 1.7792
N: 1.7456 -0.7696 -2.2304
C: 0.7448 -1.8216 -2.3134
C: 2.0809 -0.1709 -3.5224
H: 4.4783 2.0766 -1.1797
H: 4.8717 1.0574 0.2147
H: 3.3295 1.8938 0.1547
H: 4.8039 0.1726 -2.8467
H: 4.1293 -1.3949 -2.3489
H: 5.3905 -0.6242 -1.3820
H: 3.5332 -1.1049 1.5672
H: 4.3329 -0.0747 3.6777
H: 3.2063 1.9270 4.5683
H: 1.4818 3.5956 4.4411
H: -0.4925 4.5674 3.3298
H: -1.3775 3.5264 1.2583
H: -0.3532 2.2698 -3.6806
H: -2.0671 2.6976 -3.8569
H: -1.5587 1.0155 -4.0204
H: -3.0563 1.2028 -0.6720
H: -2.7467 -0.0593 -1.8760
H: -3.5915 1.4226 -2.3400
H: 1.8317 2.7013 -0.7926
H: 1.3297 4.2649 -0.1233
H: 1.8053 4.1320 -1.8289
H: -1.8421 4.2190 -2.0735
H: -0.4066 4.6563 -3.0267
H: -0.6350 5.3176 -1.3998
H: 0.7888 -2.4724 -1.4484
H: 0.9642 -2.4308 -3.1902
H: -0.2675 -1.4184 -2.4278
H: 2.5698 0.7893 -3.3820
H: 1.1525 -0.0136 -4.0735
H: 2.7246 -0.8180 -4.1197
O: -4.7032 0.3570 1.4903
C: -5.1020 -0.9378 1.4354
C: -6.4568 -1.1743 1.6527
C: -6.9534 -2.4590 1.6267
C: -6.1106 -3.5452 1.3860
C: -4.7731 -3.3215 1.1705
C: -4.2431 -2.0199 1.1846
C: -2.8090 -1.8497 0.9427
O: -2.3774 -0.6088 0.6882
N: -2.0067 -2.8531 0.9605
N: -0.6728 -2.4978 0.7296
C: 0.1500 -3.4712 0.9933
S: 1.8730 -3.3648 0.8032
C: 2.2129 -4.8775 1.7520
C: 1.0999 -5.8570 1.4561
S: -0.4840 -4.9767 1.5600
H: -3.7459 0.3946 1.3720
H: -7.0966 -0.3244 1.8475
H: -8.0090 -2.6229 1.7981
H: -6.5057 -4.5509 1.3662
H: -4.1026 -4.1471 0.9761
H: 2.2556 -4.6158 2.8078
H: 3.1838 -5.2495 1.4287
H: 1.0729 -6.6574 2.1943
H: 1.1971 -6.2925 0.4629

Forces on atoms 1 to 6 (eV/Å):
0.04 -0.01 -0.01
0.03 -0.04 0.06
0.01 0.00 0.01
0.03 0.01 0.00
-0.07 0.05 -0.01
0.05 -0.05 -0.02

Summary:
HOMO-LUMO gap, eV: 6.28
HOMO, eV: -12.7
E_LUMO, eV: -6.37
Relative energy (zero: lowest compared OMol25 entry of this formula, charge and spin), kJ/mol: 0.0
Calculated total energy, Ha: -2686.65158
Charge: +2

C30H39BBrN6OPbS2Si | ωB97M-V/def2-TZVPD

CARTESIAN COORDINATES (ANGSTROEM)
Pb: -0.1757 0.2358 -0.0827
Br: -0.8897 2.4761 1.8669
C: -1.6771 3.5283 0.4695
C: -2.5575 4.4932 0.8763
C: -3.1199 5.3584 -0.0676
C: -2.7571 5.2449 -1.3780
C: -1.8542 4.2515 -1.8069
C: -1.4865 4.1499 -3.1618
C: -0.6271 3.1693 -3.5698
C: -0.1511 2.2266 -2.6503
C: -0.4804 2.2462 -1.3107
C: -1.3064 3.3172 -0.8748
H: -2.8167 4.5871 1.9193
H: -3.8050 6.1257 0.2602
H: -3.1611 5.9165 -2.1211
H: -1.9017 4.8569 -3.8683
H: -0.3356 3.0984 -4.6105
H: 0.4783 1.4287 -3.0091
C: -1.3655 -3.9945 -0.1153
N: -0.1931 -3.8639 0.6953
C: 1.0612 -4.3304 0.3904
C: 1.8824 -3.9223 1.3849
N: 1.1604 -3.2049 2.2938
B: 1.7589 -2.6693 3.6217
N: 1.3215 -1.2048 3.9120
C: 0.7317 -0.8000 5.0751
C: 0.7758 0.5511 5.1494
N: 1.4058 0.9911 4.0125
C: 1.8457 2.3291 3.7514
C: 1.7039 -0.1003 3.2511
S: 2.3866 0.0233 1.7192
C: -0.1092 -3.1705 1.8646
S: -1.4326 -2.4898 2.6404
H: -1.3864 -4.9801 -0.5818
H: -1.3698 -3.2216 -0.8892
H: -2.2375 -3.8745 0.5287
H: 1.2510 -4.9067 -0.4912
H: 2.9309 -4.0923 1.5227
H: 1.3690 -3.3534 4.5267
H: 2.9512 -2.6909 3.5026
H: 0.3274 -1.5091 5.7684
H: 0.3902 1.2335 5.8798
H: 1.0327 3.0381 3.9024
H: 2.1743 2.3678 2.7123
H: 2.6816 2.5846 4.4096
C: 3.5864 0.4521 -1.3861
C: 2.7072 -0.5149 -2.1172
C: 3.2185 -1.3282 -3.1187
C: 2.3533 -2.2112 -3.7607
C: 1.0182 -2.2101 -3.4426
C: 0.5384 -1.2855 -2.4875
N: 1.4204 -0.5232 -1.8100
N: -0.7433 -1.0609 -2.1759
Si: -1.9993 -1.1267 -3.3264
C: -3.3058 0.2117 -2.9342
C: -1.3884 -0.7616 -5.1156
C: -2.9466 -2.8048 -3.4481
H: 4.1074 1.0949 -2.0962
H: 4.3243 -0.0726 -0.7819
H: 2.9875 1.0592 -0.7158
H: 4.2619 -1.2679 -3.3910
H: 2.7286 -2.8837 -4.5240
H: 0.3185 -2.8761 -3.9231
H: -2.8996 0.9615 -2.2659
H: -4.1846 -0.2212 -2.4659
H: -3.6379 0.7187 -3.8354
H: -0.6611 0.0443 -5.0941
H: -2.1911 -0.4557 -5.7811
H: -0.9007 -1.6213 -5.5666
H: -3.3310 -3.1332 -2.4862
H: -2.3130 -3.6007 -3.8308
H: -3.7964 -2.7118 -4.1190
C: -4.7002 1.3149 1.1981
O: -3.3627 1.2978 0.6658
C: -2.7556 0.2385 0.2654
C: -3.3683 -1.0777 0.3617
H: -4.7961 0.6012 2.0173
H: -5.4169 1.0834 0.4078
H: -4.8562 2.3315 1.5569
H: -4.4347 -1.1242 0.5969
H: -2.7969 -1.5823 1.1792
H: -3.1416 -1.6389 -0.5392

Forces on atoms 1 to 6 (eV/Å):
-0.23 -0.61 0.14
-0.11 0.65 0.11
-0.09 0.18 0.77
0.23 -0.30 0.13
0.02 0.14 -0.30
-0.18 0.18 0.06

Summary:
HOMO-LUMO gap, eV: 6.02
HOMO, eV: -3.7
E_LUMO, eV: 2.33
Relative energy (zero: lowest compared OMol25 entry of this formula, charge and spin), kJ/mol: 234.1
Calculated total energy, Ha: -5448.06241
Charge: -1